DFT (wB97M-V/def2-TZVPD) results for a 2-piece molecular cluster, C4H3BrFO2 overall.

Output
M ... 181.97 g mol⁻¹
Energy relative to the best compared isomer or geometry (same formula, charge and spin) ... 0.0 kcal/mol

Structure (ORCA input):
```
! wB97M-V def2-TZVPD RIJCOSX def2/J DEFGRID3
* xyz -1 1
Br 1.46008 1.11035 -1.85796
F -0.81197 1.12451 1.53095
O -2.19623 -0.60913 -1.92608
O -1.45799 -2.05904 -0.32333
C 0.15890 0.37422 -0.53698
C -1.65096 -1.21163 -1.08013
C 0.92361 -0.28526 0.60573
C 0.31106 1.12505 0.74768
H 0.39674 -1.16195 1.22170
H 0.77400 2.05645 0.95945
H 2.09277 -0.46356 0.65895
*
```

DFT (wB97M-V/def2-TZVPD) results for a 8-piece molecular cluster, C5H29N3O7 overall.

Output
M ... 243.30 g mol⁻¹
Energy relative to the best compared isomer or geometry (same formula, charge and spin) ... 24.9 kcal/mol
SMILES ... CN(CCN)CCN.O.O.O.O.O.O.O

Structure (ORCA input):
```
! wB97M-V def2-TZVPD RIJCOSX def2/J DEFGRID3
* xyz 0 1
O 3.24739 -1.80427 1.97416
O -4.21002 2.18338 -1.20935
O 2.02098 -1.02799 -1.55349
O 3.48021 1.80484 0.59048
O 1.68665 3.50209 1.60713
O -1.59248 3.75965 0.76770
O 2.49538 1.57185 -1.93433
N -2.13073 -3.71512 0.06037
N -2.48209 0.26973 -2.25911
N 0.00208 -0.91214 0.39483
C 0.74282 0.02284 1.27417
C -0.70570 -3.35664 0.07076
C -0.27777 -2.20545 1.03996
C -1.24033 -0.30729 -0.14595
C -1.24908 -0.20658 -1.65682
H 1.36166 -0.55068 1.96353
H -0.40767 0.39749 -2.01358
H -0.39266 -3.15860 -0.95113
H 1.40175 0.56851 0.60710
H 0.60102 -2.52520 1.58762
H 2.96173 -2.40970 1.28838
H -2.66806 -2.94463 -0.31964
H 1.59362 3.01844 2.43206
H 1.58218 1.87650 -1.85026
H -0.17601 -4.22126 0.46562
H 2.37340 3.00867 1.09998
H -2.10161 -0.90767 0.17251
H -1.75327 4.65947 1.08458
H -0.98914 -1.17296 -2.09187
H 0.08051 0.59081 1.93181
H 3.05867 1.71095 -0.30722
H -1.43492 0.64146 0.36828
H 1.86098 -1.65217 -2.27421
H -1.14426 -2.07510 1.70680
H 3.41074 -0.92482 1.62575
H 1.22997 -1.08808 -0.96647
H -2.42850 -3.84831 1.02371
H -3.25953 -0.28177 -1.91055
H -2.72115 1.22174 -1.96211
H -3.42068 2.54484 -0.78178
H 4.38171 2.10109 0.43553
H -0.63981 3.70279 0.95185
H 2.38083 0.59697 -1.77242
H -4.52875 1.54231 -0.56440
*
```

DFT (wB97M-V/def2-TZVPD) results for a 2-piece molecular cluster, C3H7O3 overall.

Output
M ... 91.09 g mol⁻¹
Energy relative to the best compared isomer or geometry (same formula, charge and spin) ... 54.7 kcal/mol

Structure (ORCA input):
```
! wB97M-V def2-TZVPD RIJCOSX def2/J DEFGRID3
* xyz -1 1
O -1.15650 0.59962 0.24783
O 0.30451 0.94313 -1.95594
O -1.05737 -0.13407 -3.46047
C -0.01414 0.65488 1.08260
C -0.03106 -0.11821 -2.75498
C 0.26363 -0.76754 1.71587
H 0.89677 1.13624 0.79444
H -0.65409 0.36683 -0.62134
H -0.12693 -1.03206 2.74437
H 0.12761 -1.45429 0.91281
H 0.48114 -1.07758 -2.53822
H 1.36633 -0.63730 2.06947
H -0.39988 1.52033 1.76357
*
```

DFT (wB97M-V/def2-TZVPD) results for C19H21BrInN4OS4 as an isolated structure.

Output
M ... 644.39 g mol⁻¹
Energy relative to the best compared isomer or geometry (same formula, charge and spin) ... 11.4 kcal/mol

Structure (ORCA input):
```
! wB97M-V def2-TZVPD RIJCOSX def2/J DEFGRID3
* xyz -1 1
In 0.89545 -0.10660 -0.35674
Br -0.67673 -1.56284 -1.74312
S 4.86658 2.36914 -0.92877
S 3.15195 0.69371 0.82306
S -0.59811 0.88954 1.51358
S 2.27030 1.37694 -1.91298
O -0.87709 1.72526 -1.49411
N 0.80012 -1.76568 1.32741
N -1.93256 -0.62854 3.17952
N -0.15438 -1.71059 2.26956
N 2.48865 -1.94623 -0.73331
C -1.07440 2.91875 -1.53423
C 3.69667 -3.70974 0.29335
C 3.47957 1.49121 -0.66325
C -4.23096 2.94495 -3.57085
C -4.32559 4.27381 -3.96386
C 2.65560 -2.78191 0.29720
C -0.86229 -0.61462 2.33307
C -2.64706 -1.83825 3.55326
C -2.20162 3.44581 -2.36852
C -3.17029 2.53176 -2.78349
C -0.19678 3.87487 -0.77390
C 4.38445 -2.86492 -1.83451
C 3.31939 -1.98084 -1.76186
C -1.97473 -2.61651 4.68113
C 1.79986 -3.59960 2.58695
C -2.30579 4.77713 -2.75934
C -3.36173 5.18630 -3.56012
C 1.70452 -2.67102 1.41182
C 4.56779 -3.74551 -0.78138
H -4.97840 2.22735 -3.88489
H 2.83232 -3.71343 2.91546
H 1.21125 -3.19331 3.40458
H -2.62744 -3.42738 5.01359
H 0.69088 4.07748 -1.37956
H -3.64252 -1.52915 3.87385
H 5.38886 -4.45144 -0.78648
H -1.76895 -1.95991 5.52747
H -3.06044 1.49796 -2.48095
H -2.46530 0.22137 3.14127
H 5.05052 -2.85124 -2.68525
H -2.75739 -2.48823 2.67984
H 1.40589 -4.58682 2.33085
H 3.83287 -4.38877 1.12237
H -1.55499 5.49740 -2.46066
H 0.14045 3.38219 0.13669
H -0.70047 4.80918 -0.53440
H -1.03322 -3.03648 4.33374
H 3.12843 -1.26086 -2.54972
H -3.43436 6.21983 -3.87492
H -5.14877 4.59848 -4.58847
*
```